a) A cluster of 7 separate species, H12IO6 in total. Source: the OMol25 dataset; level of theory: ωB97M-V/def2-TZVPD.

The value obtained for the molar mass is 235.0 Da. The highest occupied orbital energy comes out at -5.354 eV. Its total charge is -1. The value obtained for the frontier orbital gap is 8.50 eV.

Each line ends with the natural charge from an NBO analysis.
Element x y z (Å)
1 I 0.151 -0.945 -0.417  -0.932
2 O -0.778 1.000 -3.354  -0.956
3 H -0.207 0.817 -2.608  0.490
4 H -0.667 0.245 -3.932  0.459
5 O -2.775 1.127 -0.568  -0.960
6 H -2.101 0.449 -0.615  0.492
7 H -2.443 1.753 0.075  0.452
8 O 2.161 1.976 -1.253  -0.951
9 H 1.752 2.841 -1.288  0.456
10 H 1.649 1.495 -0.602  0.488
11 O -1.171 -4.133 1.135  -0.961
12 H -1.566 -4.502 0.345  0.458
13 H -0.879 -3.260 0.872  0.494
14 O -0.460 0.765 2.775  -0.958
15 H -1.256 1.182 2.447  0.455
16 H -0.137 0.250 2.036  0.488
17 O 2.929 -0.002 1.820  -0.956
18 H 2.183 -0.392 1.365  0.486
19 H 3.616 -0.665 1.767  0.457

---

b) A cluster of 7 separate species, H12IO6 in total. Source: the OMol25 dataset; level of theory: ωB97M-V/def2-TZVPD.

The value obtained for the molar mass is 235.0 Da. The highest occupied orbital energy comes out at -5.523 eV. Its total charge is -1. The value obtained for the frontier orbital gap is 8.58 eV.

Each line ends with the natural charge from an NBO analysis.
Element x y z (Å)
1 I -0.446 0.216 -0.189  -0.880
2 O 1.725 1.122 2.476  -0.974
3 H 1.308 0.791 1.664  0.484
4 H 1.055 1.813 2.814  0.469
5 O -1.911 -1.088 3.048  -0.986
6 H -1.463 -1.000 2.076  0.513
7 H -2.807 -0.997 3.047  0.454
8 O 2.559 -1.629 1.026  -0.967
9 H 3.134 -1.283 1.690  0.465
10 H 2.076 -0.808 0.572  0.486
11 O -3.875 -1.168 -1.243  -0.976
12 H -2.872 -0.882 -1.082  0.503
13 H -4.335 -0.941 -0.467  0.458
14 O -0.351 0.587 -3.645  -0.994
15 H -1.264 0.560 -3.927  0.460
16 H -0.290 0.413 -2.635  0.493
17 O 2.588 1.785 -1.860  -0.965
18 H 3.340 1.097 -1.943  0.468
19 H 1.834 1.405 -1.431  0.490

---

Q: Which of them is the least stable? A: b).

---

a) A cluster of 3 separate species, CH7NO2 in total. Source: the OMol25 dataset; level of theory: ωB97M-V/def2-TZVPD.

The value obtained for the molar mass is 65.1 Da. The highest occupied orbital energy comes out at -10.438 eV. Its total charge is 0. The value obtained for the frontier orbital gap is 11.11 eV.

Each line ends with the natural charge from an NBO analysis.
Element x y z (Å)
1 C 3.959 -0.520 0.159  -0.047
2 N 3.837 0.521 0.860  -0.582
3 H 3.578 -0.514 -0.861  0.157
4 H 4.201 -1.513 0.542  0.144
5 H 4.114 0.309 1.824  0.328
6 H -0.259 1.776 -1.853  0.468
7 H -1.718 1.485 -2.099  0.466
8 O -0.977 1.980 -2.462  -0.933
9 H -5.486 -0.437 1.068  0.466
10 H -5.533 -1.720 1.851  0.466
11 O -5.715 -1.368 0.972  -0.932

---

b) A cluster of 2 separate species, CH7NO2 in total. Source: the OMol25 dataset; level of theory: ωB97M-V/def2-TZVPD.

The value obtained for the molar mass is 65.1 Da. The highest occupied orbital energy comes out at -10.700 eV. Its total charge is 0. The value obtained for the frontier orbital gap is 11.35 eV.

Each line ends with the natural charge from an NBO analysis.
Element x y z (Å)
1 N -0.493 -0.560 0.026  -0.867
2 C -0.351 0.985 0.277  0.085
3 O -1.473 1.865 0.620  -0.720
4 H -1.086 -0.620 -0.844  0.355
5 H -1.055 -0.896 0.818  0.364
6 H -0.058 1.341 -0.661  0.161
7 H 0.286 0.962 1.098  0.179
8 H -2.131 1.753 -0.041  0.460
9 H 2.513 -2.227 -0.673  0.457
10 H 1.443 -1.263 -0.171  0.493
11 O 2.405 -1.339 -0.450  -0.967

---

Q: Which of them is the least stable? A: a).

---

a) A structure of composition C33H35CdF3GeN6O5Se. Source: the OMol25 dataset; level of theory: ωB97M-V/def2-TZVPD.

The value obtained for the molar mass is 916.7 Da. The highest occupied orbital energy comes out at -1.480 eV. Its total charge is -2. The value obtained for the frontier orbital gap is 5.67 eV.

Each line ends with the Mulliken charge.
Element x y z (Å)
1 Cd -0.290 -0.268 0.812  5.359
2 O 4.270 -4.208 1.809  -0.585
3 C 3.386 -3.171 1.931  1.189
4 C 2.141 -3.346 2.520  -0.572
5 C 1.278 -2.272 2.559  -0.113
6 N 1.612 -1.087 2.038  -0.202
7 C 2.835 -0.905 1.539  0.119
8 C 3.767 -1.923 1.470  -0.738
9 C 3.134 0.508 1.034  -0.162
10 O 4.286 0.935 1.233  -0.879
11 O 2.168 1.089 0.460  -0.753
12 C -0.114 -2.370 3.201  -0.153
13 O -0.207 -3.151 4.161  -0.804
14 O -0.996 -1.626 2.689  -0.746
15 H 3.811 -5.010 2.078  0.281
16 H 1.824 -4.300 2.926  0.342
17 H 4.748 -1.741 1.052  0.472
18 C -4.120 -1.948 -4.302  -1.589
19 C -3.844 -1.287 -2.975  0.632
20 C -4.369 -1.784 -1.784  -1.173
21 C -4.046 -1.233 -0.560  0.233
22 C -3.160 -0.141 -0.435  0.138
23 N -2.725 0.410 0.742  -0.397
24 C -3.533 0.538 1.820  0.780
25 C -4.954 0.511 1.720  -0.772
26 C -5.803 0.585 2.802  -0.877
27 C -5.301 0.726 4.092  0.248
28 C -6.201 0.757 5.304  -1.598
29 C -3.929 0.874 4.210  -0.859
30 C -3.047 0.829 3.134  0.573
31 N -1.667 1.135 3.425  0.341
32 C -1.127 1.338 4.649  0.010
33 C 0.174 1.744 4.481  -1.347
34 C 0.359 1.760 3.092  -0.527
35 N -0.752 1.392 2.466  -0.601
36 C -2.634 0.338 -1.658  -0.280
37 C -2.968 -0.220 -2.880  -0.338
38 N -1.696 1.423 -1.661  0.030
39 C -1.710 2.498 -2.481  -0.190
40 C -0.632 3.284 -2.144  -1.426
41 C -0.008 2.595 -1.084  -0.918
42 N -0.662 1.481 -0.804  0.398
43 H -5.051 -2.519 -4.272  0.388
44 H -4.197 -1.212 -5.107  0.355
45 H -3.315 -2.640 -4.566  0.258
46 H -5.033 -2.644 -1.817  0.254
47 H -4.432 -1.674 0.350  0.561
48 H -5.374 0.418 0.728  0.445
49 H -6.878 0.532 2.641  0.324
50 H -7.006 0.022 5.215  0.367
51 H -5.638 0.522 6.210  0.354
52 H -6.668 1.738 5.450  0.269
53 H -3.538 1.037 5.207  0.087
54 H -1.670 1.181 5.562  0.339
55 H 0.890 1.977 5.252  0.410
56 H 1.243 1.986 2.511  0.688
57 H -2.494 0.172 -3.776  0.422
58 H -2.492 2.628 -3.211  0.453
59 H -0.334 4.216 -2.597  0.396
60 H 0.883 2.833 -0.520  0.800
61 C 5.837 -0.328 -2.774  -1.146
62 Ge 4.913 1.398 -2.807  0.553
63 C 5.406 2.306 -4.492  -1.320
64 C 5.530 2.475 -1.305  -0.941
65 C 2.968 1.184 -2.734  -0.797
66 Se 2.334 -0.483 -1.923  0.341
67 C 2.407 -1.527 -3.573  -1.199
68 H 6.890 -0.197 -2.512  0.438
69 H 5.773 -0.846 -3.734  0.327
70 H 5.360 -0.950 -2.013  0.241
71 H 6.494 2.397 -4.572  0.354
72 H 4.974 3.311 -4.528  0.362
73 H 5.041 1.744 -5.356  0.365
74 H 6.622 2.501 -1.264  0.388
75 H 5.146 2.026 -0.382  0.274
76 H 5.152 3.498 -1.378  0.319
77 H 2.495 1.274 -3.712  0.561
78 H 2.567 1.960 -2.079  0.036
79 H 3.340 -1.345 -4.107  0.316
80 H 1.554 -1.282 -4.206  0.239
81 H 2.346 -2.574 -3.284  0.336
82 F -1.281 -3.024 -0.194  -0.286
83 C -0.342 -2.085 -0.560  -1.015
84 F 0.849 -2.825 -0.538  -0.256
85 F -0.567 -1.941 -1.919  -0.202

---

b) A structure of composition C33H35CdF3GeN6O5Se. Source: the OMol25 dataset; level of theory: ωB97M-V/def2-TZVPD.

The value obtained for the molar mass is 916.7 Da. The highest occupied orbital energy comes out at -2.114 eV. Its total charge is -2. The value obtained for the frontier orbital gap is 6.36 eV.

Each line ends with the Mulliken charge.
Element x y z (Å)
1 Cd 0.455 1.288 -0.542  3.097
2 O 0.798 3.372 -6.746  -0.590
3 C 0.501 2.961 -5.471  1.204
4 C -0.124 3.800 -4.565  -0.742
5 C -0.409 3.325 -3.293  -0.593
6 N -0.042 2.100 -2.906  0.984
7 C 0.539 1.292 -3.794  0.553
8 C 0.817 1.667 -5.097  -1.016
9 C 0.870 -0.133 -3.330  -0.498
10 O 1.257 -0.930 -4.190  -0.833
11 O 0.712 -0.356 -2.094  -0.752
12 C -1.275 4.204 -2.353  -0.051
13 O -1.386 5.392 -2.711  -0.853
14 O -1.809 3.595 -1.407  -0.622
15 H 0.513 4.288 -6.825  0.288
16 H -0.427 4.814 -4.799  0.441
17 H 1.270 0.955 -5.770  0.568
18 C 7.078 -1.586 1.715  -1.551
19 C 5.623 -1.323 1.432  0.735
20 C 4.603 -1.931 2.157  -1.234
21 C 3.270 -1.654 1.926  -0.907
22 C 2.828 -0.727 0.939  -0.138
23 N 1.523 -0.437 0.736  2.222
24 C 0.650 -1.457 1.141  -0.550
25 C 0.556 -2.607 0.345  -0.694
26 C -0.217 -3.694 0.702  -1.121
27 C -0.944 -3.687 1.890  1.073
28 C -1.784 -4.870 2.299  -1.632
29 C -0.904 -2.543 2.670  0.266
30 C -0.150 -1.431 2.293  -0.568
31 N -0.264 -0.266 3.104  0.930
32 C 0.583 0.785 3.233  -0.205
33 C 0.013 1.650 4.134  -0.910
34 C -1.200 1.038 4.490  -0.406
35 N -1.369 -0.119 3.872  -1.160
36 C 3.890 -0.150 0.188  -0.303
37 C 5.221 -0.433 0.444  -0.137
38 N 3.633 0.683 -0.942  0.883
39 C 3.998 0.430 -2.216  -0.382
40 C 3.697 1.549 -2.956  -0.859
41 C 3.131 2.439 -2.025  -0.454
42 N 3.103 1.912 -0.807  -0.784
43 H 7.202 -2.507 2.288  0.359
44 H 7.538 -0.778 2.294  0.270
45 H 7.656 -1.690 0.793  0.346
46 H 4.856 -2.645 2.936  0.306
47 H 2.522 -2.165 2.520  0.357
48 H 1.113 -2.596 -0.584  0.429
49 H -0.254 -4.563 0.053  0.314
50 H -1.429 -5.785 1.822  0.426
51 H -2.830 -4.733 2.012  0.163
52 H -1.759 -5.021 3.380  0.368
53 H -1.479 -2.479 3.583  0.474
54 H 1.482 0.853 2.651  0.405
55 H 0.386 2.617 4.420  0.423
56 H -1.970 1.402 5.152  0.400
57 H 5.962 0.064 -0.176  0.368
58 H 4.391 -0.532 -2.495  0.511
59 H 3.804 1.677 -4.019  0.464
60 H 2.713 3.422 -2.178  0.474
61 C -6.025 -0.314 -0.395  -1.409
62 Ge -4.721 -0.903 0.949  0.666
63 C -4.838 0.237 2.530  -1.155
64 C -5.164 -2.751 1.471  -1.321
65 C -2.898 -0.812 0.270  1.370
66 Se -2.424 1.018 -0.258  -0.181
67 C -2.850 0.756 -2.133  -0.828
68 H -7.035 -0.334 0.020  0.390
69 H -6.001 -0.960 -1.275  0.368
70 H -5.798 0.706 -0.708  0.399
71 H -5.827 0.181 2.989  0.437
72 H -4.631 1.271 2.253  0.356
73 H -4.082 -0.075 3.253  0.302
74 H -6.203 -2.822 1.800  0.431
75 H -4.521 -3.064 2.294  0.321
76 H -5.017 -3.441 0.638  0.382
77 H -2.689 -1.487 -0.559  0.657
78 H -2.237 -1.089 1.089  -2.223
79 H -3.861 0.357 -2.212  0.460
80 H -2.126 0.073 -2.573  0.180
81 H -2.779 1.739 -2.587  0.168
82 F 1.677 3.057 1.685  -0.304
83 C 0.682 3.131 0.720  -0.503
84 F -0.412 3.542 1.436  -0.279
85 F 1.047 4.238 -0.015  -0.237

---

Q: Which of them is the least stable? A: a).